Entry from the Open Molecules 2025 dataset: a 2-piece molecular cluster, C3H4ClN overall in a non-equilibrium geometry (wB97M-V/def2-TZVPD).

The frontier orbital gap (spin up / spin down) comes out at 8.896 / 8.897 eV. The calculation puts the LUMO energy (spin up / spin down) at -0.482 / -0.481 eV. As for the multiplicity: 1. The energy above the lowest of the compared OMol25 structures with the same formula, charge and spin is 56.0 kcal/mol.

Each line ends with the natural charge from an NBO analysis.
Element x y z (Å)
1 C -0.8611 0.7349 1.1758  0.216
2 C -1.0553 -0.1765 0.1295  -0.493
3 C 1.1425 -0.1611 -0.5445  -0.338
4 N -0.6961 1.4329 2.0650  -0.316
5 Cl 1.5654 -1.2318 -1.8102  0.023
6 H -1.4123 -1.1229 0.3650  0.232
7 H -1.4235 0.1666 -0.9166  0.251
8 H 1.6395 -0.4759 0.3992  0.224
9 H 1.1007 0.8339 -0.8632  0.202

Entry from the Open Molecules 2025 dataset: C4H3FeLiO as an isolated structure in a non-equilibrium geometry (wB97M-V/def2-TZVPD).

Its expectation value of S² is 8.76. The frontier orbital gap (spin up / spin down) comes out at 6.340 / 6.670 eV. The calculation puts the LUMO energy (spin up / spin down) at -5.688 / -6.312 eV. Its net charge is +1. As for the multiplicity: 6.

Each line ends with the Mulliken spin population.
Element x y z (Å)
1 O -0.6677 0.8944 -0.1284  0.197
2 C -1.1078 2.1677 -0.1610  0.863
3 Li 1.0779 0.6269 0.5176  0.007
4 Fe -1.5156 -0.6385 -0.7563  3.833
5 H -1.0349 2.7215 0.7798  0.026
6 H -1.2239 2.6146 -1.1524  0.013
7 C 0.0054 -2.5615 -0.4340  0.022
8 C 1.1409 -1.9609 -0.5034  0.017
9 C 1.8387 -1.4437 0.5330  0.012
10 H 1.4871 -2.4204 1.3052  0.010

Entry from the Open Molecules 2025 dataset: a 2-piece molecular cluster, C20H37FNO4PS overall in a non-equilibrium geometry (wB97M-V/def2-TZVPD).

The frontier orbital gap comes out at 0.862 eV. The calculation puts the LUMO energy at 2.853 eV. Its net charge is -2. As for the multiplicity: 1.

Each line ends with the natural charge from an NBO analysis.
Element x y z (Å)
1 C 9.2338 -2.8048 1.6232  -0.605
2 C 8.9468 -1.5102 0.8586  -0.389
3 C 7.9557 -1.7441 -0.2828  -0.393
4 C 7.3967 -0.4434 -0.8871  -0.392
5 C 5.9552 -0.1854 -0.4435  -0.388
6 C 5.3384 1.0763 -1.0480  -0.398
7 C 3.8134 1.0059 -1.1812  -0.388
8 C 3.0633 1.4854 0.0601  -0.386
9 C 1.5359 1.3582 -0.0972  -0.395
10 C 0.7809 1.1785 1.2302  -0.399
11 C -0.4818 2.0491 1.3463  -0.391
12 C -1.5772 1.4089 2.2017  -0.391
13 C -2.2746 0.2382 1.4884  -0.400
14 C -3.5756 0.6506 0.7560  -0.398
15 C -4.8607 0.0767 1.3817  -0.400
16 C -5.8762 -0.5043 0.3836  -0.433
17 P -7.0242 -1.5817 1.4150  0.880
18 S -8.8958 -1.1084 1.5870  -0.553
19 C -5.3933 -1.3719 -0.7747  -0.457
20 C -6.5409 -1.1593 -1.7817  0.376
21 F -6.1315 -1.2728 -3.0760  -0.330
22 N -7.1587 0.1200 -1.4991  -0.617
23 C -6.7082 0.5958 -0.3089  0.676
24 O -6.8348 1.6964 0.1739  -0.608
25 H 9.3533 -3.6215 0.9045  0.199
26 H 8.3631 -3.0650 2.2288  0.203
27 H 10.1266 -2.7414 2.2439  0.205
28 H 9.8769 -1.0955 0.4587  0.191
29 H 8.5055 -0.7732 1.5384  0.193
30 H 8.3963 -2.3980 -1.0400  0.197
31 H 7.1184 -2.3068 0.1514  0.192
32 H 8.0229 0.3962 -0.5657  0.193
33 H 7.4222 -0.5159 -1.9774  0.198
34 H 5.9334 -0.1590 0.6531  0.193
35 H 5.3653 -1.0631 -0.7330  0.193
36 H 5.6187 1.9553 -0.4592  0.198
37 H 5.7593 1.2060 -2.0513  0.197
38 H 3.5096 -0.0309 -1.3648  0.193
39 H 3.4656 1.5983 -2.0325  0.203
40 H 3.2930 2.5405 0.2432  0.192
41 H 3.3737 0.9141 0.9420  0.187
42 H 1.1808 2.2560 -0.6118  0.200
43 H 1.3402 0.5098 -0.7602  0.198
44 H 1.4575 1.4181 2.0579  0.188
45 H 0.5072 0.1259 1.3429  0.200
46 H -0.8735 2.2375 0.3410  0.202
47 H -0.1799 3.0091 1.7773  0.196
48 H -1.1204 1.0477 3.1310  0.186
49 H -2.3056 2.1757 2.4772  0.207
50 H -2.5121 -0.5269 2.2316  0.195
51 H -1.5918 -0.2006 0.7545  0.194
52 H -3.4975 0.3591 -0.2897  0.208
53 H -3.6610 1.7397 0.7700  0.214
54 H -5.3940 0.8988 1.8718  0.249
55 H -4.6297 -0.6477 2.1678  0.182
56 H -6.8652 -2.8762 0.8863  -0.056
57 H -6.3760 -1.6565 2.6629  -0.062
58 H -5.3408 -2.4367 -0.5381  0.199
59 H -4.4979 -1.0184 -1.2863  0.227
60 H -7.2999 -1.9401 -1.6330  0.137
61 H -7.0870 0.8157 -2.2972  0.502
62 C -8.8708 1.1529 -4.3332  0.929
63 O -7.6975 1.6283 -3.9920  -0.966
64 O -9.7497 0.9048 -3.4131  -0.937
65 O -9.1263 0.9301 -5.5840  -0.938

Entry from the Open Molecules 2025 dataset: C14H22CeN2OP2 as an isolated structure in a non-equilibrium geometry (wB97M-V/def2-TZVPD).

The frontier orbital gap comes out at 7.564 eV. The calculation puts the LUMO energy at -7.645 eV. Its net charge is +2. As for the multiplicity: 1. The energy above the lowest of the compared OMol25 structures with the same formula, charge and spin is 1.1 kcal/mol.

Each line ends with the Löwdin charge.
Element x y z (Å)
1 Ce -9.4818 2.5956 4.8691  1.220
2 C -13.0022 0.3847 4.9358  -0.232
3 P -12.0695 1.4728 6.1120  0.862
4 C -12.1852 0.5341 7.7295  -0.206
5 C -13.3619 2.7983 6.4916  -0.375
6 C -14.6622 2.4316 6.7621  -0.092
7 C -15.5760 3.4010 7.0934  -0.019
8 C -15.1430 4.7524 7.1840  0.001
9 C -13.7905 5.0786 7.0693  -0.092
10 C -12.9169 4.1343 6.6577  -0.386
11 P -11.0472 4.3711 6.8158  0.819
12 C -10.6952 6.1190 6.4646  -0.256
13 C -11.0381 4.1549 8.6522  -0.225
14 H -13.7145 -0.2660 5.3881  0.045
15 H -12.3229 -0.1653 4.2874  0.047
16 H -13.5407 1.0892 4.2825  0.065
17 H -11.5875 -0.3854 7.5857  0.052
18 H -13.2264 0.2400 7.8260  0.051
19 H -11.8394 1.0823 8.5648  0.022
20 H -15.0014 1.3803 6.5785  0.132
21 H -16.5197 3.1314 7.5022  0.116
22 H -15.9241 5.4277 7.3589  0.104
23 H -13.4230 6.0190 7.4449  0.113
24 H -10.8710 6.2824 5.3655  0.071
25 H -9.6095 6.3085 6.5436  0.055
26 H -11.3234 6.7949 7.0524  0.058
27 H -12.1189 4.2340 9.0124  0.087
28 H -10.6019 4.9920 9.2147  0.063
29 H -10.5015 3.2351 8.9393  0.026
30 O -8.8595 1.5486 3.5196  -0.460
31 C -7.8949 -0.5386 6.6710  0.024
32 C -7.9093 0.7993 7.3514  -0.334
33 N -8.1587 1.9965 6.8545  -0.080
34 C -7.9125 2.9658 7.9229  -0.089
35 C -7.5155 2.2310 9.0078  -0.077
36 N -7.4367 0.9200 8.6667  0.134
37 H -8.8612 -1.0831 6.8985  0.110
38 H -7.0242 -1.1760 6.9122  0.112
39 H -7.8593 -0.3151 5.5922  0.081
40 H -7.9515 4.0270 7.7169  0.108
41 H -7.4369 2.4833 10.1051  0.162
42 H -7.3206 0.2171 9.3869  0.180

Entry from the Open Molecules 2025 dataset: C6H12O3 as an isolated structure (wB97M-V/def2-TZVPD).

The frontier orbital gap comes out at 8.379 eV. The calculation puts the LUMO energy at 0.300 eV. As for the multiplicity: 1. The energy above the lowest of the compared OMol25 structures with the same formula, charge and spin is 70.8 kcal/mol.

Each line ends with the natural charge from an NBO analysis.
Element x y z (Å)
1 C 1.6538 -0.3633 0.1551  -0.621
2 C 0.2487 1.3059 1.4490  -0.615
3 C -0.1382 0.2343 -2.2590  -0.689
4 C 0.3261 0.3548 0.2698  -0.270
5 C -0.3850 0.7555 -0.8949  0.253
6 H -1.0009 1.6442 -0.8373  0.213
7 H -0.7450 1.7507 1.5393  0.213
8 H 1.6908 -1.0526 -0.6857  0.221
9 H 2.4802 0.3486 0.0474  0.208
10 H 1.8455 -0.9366 1.0666  0.214
11 H 0.9729 2.1227 1.3549  0.206
12 H 0.4656 0.7761 2.3786  0.221
13 H 0.7262 0.7748 -2.6691  0.240
14 H 0.1046 -0.8263 -2.2448  0.252
15 H -0.9949 0.4046 -2.9075  0.241
16 C -1.1310 -0.8797 0.3932  0.936
17 O -0.6428 -2.0339 -0.1912  -0.710
18 O -1.3143 -1.1278 1.7442  -0.722
19 O -2.0710 -0.2620 -0.2413  -0.771
20 H -1.9350 -0.4562 2.0555  0.497
21 H -0.1564 -2.5340 0.4773  0.484

Entry from the Open Molecules 2025 dataset: one molecule with the formula C3H4Br2S in a non-equilibrium geometry (wB97M-V/def2-TZVPD).

The frontier orbital gap comes out at 8.508 eV. The calculation puts the LUMO energy at -0.104 eV. As for the multiplicity: 1. The SMILES is SCC=C(Br)Br. The energy above the lowest of the compared OMol25 structures with the same formula, charge and spin is 45.4 kcal/mol.

Each line ends with the natural charge from an NBO analysis.
Element x y z (Å)
1 C 1.3701 0.2556 -0.5452  -0.154
2 C 1.2574 0.8890 -1.9856  -0.338
3 C 0.2177 -0.5906 0.0530  -0.593
4 S -1.2041 0.4437 0.5858  -0.028
5 Br 2.7215 1.9331 -2.3980  0.156
6 Br -0.2663 0.6279 -3.0722  0.149
7 H 2.1078 0.5735 0.0722  0.203
8 H 0.5327 -1.0620 1.0352  0.237
9 H -0.0696 -1.5069 -0.5454  0.236
10 H -1.1199 1.2367 -0.5416  0.132

Question: Among the records above, which one has the highest multiplicity?
Answer: C4H3FeLiO

Question: Which value of multiplicity does entry 5 give?
Answer: 1